{
  "formula": "C38H99N5O12",
  "method": "the ωB97M-V functional and the def2-TZVPD basis",
  "relative_energy_ev": 8.3683,
  "homo_energy_ev": -8.55,
  "symbols": ["H", "O", "H", "H", "H", "H", "H", "H", "H", "C", "H", "C", "O", "H", "H", "H", "H", "H", "H", "H", "H", "H", "H", "H", "H", "H", "H", "H", "H", "H", "H", "H", "H", "H", "O", "H", "H", "C", "C", "C", "N", "H", "O", "H", "O", "H", "C", "H", "H", "C", "H", "H", "H", "C", "C", "C", "C", "H", "C", "H", "C", "H", "C", "C", "C", "H", "C", "H", "H", "N", "C", "C", "N", "H", "H", "H", "N", "H", "H", "H", "H", "C", "H", "H", "H", "C", "H", "H", "C", "H", "O", "H", "N", "H", "H", "H", "C", "H", "H", "C", "H", "C", "H", "H", "H", "H", "C", "O", "H", "H", "C", "H", "H", "H", "C", "H", "C", "H", "H", "H", "C", "H", "H", "H", "O", "H", "H", "C", "H", "H", "H", "O", "C", "H", "H", "H", "H", "H", "H", "C", "H", "H", "O", "H", "C", "O", "C", "H", "C", "H", "H", "C", "C", "O"],
  "xyz": [[14.77106, 1.73740, 24.22219], [9.57496, -5.92409, 25.33579], [15.50581, -6.39450, 14.17140], [17.29988, -3.13445, 12.67644], [13.86538, -6.52751, 21.78105], [15.23242, -4.42367, 12.60072], [7.64859, -6.05670, 25.96572], [18.19111, -4.59448, 12.50854], [13.01288, -9.51821, 19.61677], [17.65982, -7.11499, 25.32585], [11.91287, -12.94878, 28.27256], [10.60621, 1.37094, 22.58855], [10.15886, -0.25856, 20.91787], [17.66950, -8.12979, 24.92814], [11.37289, -11.68291, 30.73648], [19.05761, -3.14709, 20.51064], [15.36431, -6.82564, 27.06229], [17.98319, -2.26246, 18.33753], [20.17146, -4.00537, 28.04062], [20.74587, -1.14667, 19.12314], [17.15199, -3.90056, 11.13831], [20.51338, -2.24491, 21.21500], [11.72281, -14.43923, 30.29174], [7.99543, -15.63167, 21.68177], [12.03555, -0.06868, 22.50464], [5.88545, -14.11283, 22.32018], [18.64918, -6.70710, 25.11875], [7.86315, -13.43219, 27.95948], [15.81859, -1.78446, 23.12905], [11.57972, -11.32712, 10.29616], [10.83900, 1.98936, 21.72168], [8.15128, -7.55302, 25.01876], [12.39902, -8.39851, 11.63198], [12.95813, 2.25558, 22.50319], [11.94819, -5.10960, 31.77623], [12.63777, -3.97508, 28.79068], [8.40128, -0.92792, 20.13111], [9.40343, -1.31590, 20.31350], [12.17971, -11.50756, 30.02486], [12.67406, -14.00067, 29.99026], [11.47153, -5.69992, 28.56274], [13.12087, -6.04839, 30.32904], [13.19526, -9.09308, 21.84379], [18.60596, -3.28964, 27.75254], [8.29883, -13.48186, 21.59161], [8.69700, -14.79337, 22.92234], [7.86896, -14.69269, 22.22068], [6.56833, -12.45888, 27.72276], [13.65600, -10.50713, 23.32939], [19.77434, -1.57895, 19.36265], [18.91928, -1.08172, 17.39595], [4.62305, -15.68610, 25.30059], [10.15418, 2.09159, 23.27004], [8.02047, -13.42748, 20.17871], [12.53742, -12.73740, 29.14052], [12.75196, -5.05776, 30.59488], [9.64732, 0.31699, 22.07924], [6.92327, -13.43082, 23.55667], [12.76549, 1.68502, 23.41174], [10.01598, -4.46142, 27.76484], [13.98410, 1.00989, 24.02338], [13.61419, -4.44239, 30.85174], [10.77722, -5.14152, 27.38263], [17.26179, -4.11475, 12.20140], [5.44326, -13.69311, 25.73635], [8.62719, 0.62155, 21.84543], [18.98335, -1.87806, 18.13746], [15.27105, -6.84586, 20.78794], [4.57830, -13.47554, 26.36294], [11.76887, 0.69745, 23.10631], [11.46214, -3.88612, 32.28849], [20.04928, -2.72321, 20.35247], [15.93455, -7.64718, 26.92087], [14.49905, -8.91727, 20.21730], [11.85586, -10.60136, 29.51297], [17.86755, -7.97478, 27.21943], [11.88569, -6.84686, 20.34734], [11.97011, -9.77621, 9.80020], [16.95113, -6.29278, 11.43561], [18.21110, -0.62494, 20.26332], [7.79229, -6.10510, 24.21682], [17.22398, -7.18055, 26.84111], [12.46045, -11.02048, 13.27698], [11.69334, -5.85556, 20.32687], [20.73409, -3.45035, 19.91611], [13.51176, -10.41203, 22.25317], [11.39843, -4.40386, 26.87463], [11.38105, -9.95198, 14.08279], [11.44080, -10.63729, 13.23728], [13.05077, -11.12517, 30.55695], [6.65667, -14.04268, 26.38502], [16.33466, -5.04927, 14.79515], [6.19413, -15.43741, 23.94663], [14.04750, -11.62076, 28.46076], [12.16760, -3.06373, 32.16975], [10.79289, -6.01555, 29.24091], [17.38708, -5.98549, 27.67733], [9.44954, -6.71869, 27.29146], [7.68674, -14.32368, 19.65569], [16.14268, -5.02295, 12.58071], [10.89741, -6.96668, 26.29978], [11.98824, -4.61773, 29.38499], [6.88782, -15.71269, 24.62715], [5.62785, -12.75149, 25.21927], [11.52267, -7.13003, 21.24630], [9.57008, -0.42328, 22.87557], [10.11537, -6.25476, 26.56376], [16.05063, -5.99106, 11.57579], [16.28646, -0.52295, 24.15659], [7.74829, -12.40854, 26.39390], [14.23224, -6.51742, 20.75469], [16.66120, -5.21803, 27.40861], [8.88330, -13.07957, 19.61074], [17.17943, -5.97917, 28.74735], [7.26634, -13.05095, 27.13088], [13.01144, -10.61992, 10.90863], [13.22434, -7.36085, 20.02874], [14.71586, -1.39147, 24.50350], [14.28796, -5.52681, 20.30335], [18.89558, -4.07349, 29.18338], [6.67374, -14.35384, 23.03335], [10.73901, -11.43947, 13.46546], [12.61420, -10.98969, 22.03224], [13.42388, -7.15624, 18.97688], [18.72243, -5.48831, 27.47655], [14.34336, -10.84134, 21.69440], [19.39862, -2.78628, 17.70067], [19.09999, -4.18949, 28.11902], [13.27209, -14.81106, 29.57345], [4.29990, -14.67326, 24.03196], [15.59864, -7.88685, 25.99901], [19.16195, -0.56790, 20.14403], [13.42808, -8.90938, 20.41991], [12.19542, 2.41608, 23.98504], [13.81466, 0.48831, 24.96538], [7.24350, -12.66302, 20.18374], [9.38300, -2.10475, 21.06543], [10.49895, -3.54957, 31.90496], [16.97845, -6.50964, 24.72804], [8.23131, -6.47321, 25.14410], [13.15986, -13.71268, 30.92254], [11.27192, -3.88278, 29.75218], [14.58975, 0.08751, 23.11705], [11.35312, -3.98923, 33.36811], [15.39284, -0.99410, 23.74726], [11.55182, -8.51053, 12.06937], [5.08951, -14.86322, 24.75896], [9.80838, -1.61224, 19.34587], [16.33228, -5.72312, 13.93840], [10.11637, -9.85692, 11.81230], [17.16009, -6.42744, 13.85623], [11.96628, -10.39139, 10.70000], [11.20030, -9.86181, 11.92703], [13.87243, -12.54111, 28.67028]],
  "lowdin_charge": [0.11, -0.18, 0.07, 0.08, 0.08, 0.14, 0.09, 0.08, 0.12, -0.04, 0.13, -0.23, -0.21, 0.07, 0.07, 0.08, 0.07, 0.08, 0.08, 0.13, 0.09, 0.08, 0.07, 0.13, 0.11, 0.12, 0.07, 0.09, 0.08, 0.07, 0.12, 0.08, 0.08, 0.12, -0.19, 0.12, 0.08, -0.07, -0.06, -0.07, -0.05, 0.12, -0.19, 0.07, -0.20, 0.12, -0.24, 0.08, 0.09, -0.52, 0.08, 0.11, 0.12, -0.10, -0.45, -0.21, -0.25, 0.11, -0.21, 0.11, -0.22, 0.12, -0.20, -0.07, -0.21, 0.12, -0.07, 0.07, 0.12, -0.07, -0.13, -0.05, 0.04, 0.10, 0.07, 0.14, 0.02, 0.08, 0.09, 0.09, 0.08, -0.50, 0.07, 0.06, 0.07, -0.11, 0.12, 0.07, -0.05, 0.08, -0.20, 0.08, -0.04, 0.08, 0.09, 0.11, -0.21, 0.12, 0.08, -0.53, 0.12, -0.26, 0.09, 0.10, 0.06, 0.12, -0.27, -0.05, 0.08, 0.09, -0.10, 0.12, 0.08, 0.13, -0.13, 0.08, -0.41, 0.08, 0.07, 0.07, -0.21, 0.07, 0.08, 0.13, -0.19, 0.08, 0.08, -0.07, 0.08, 0.11, 0.07, -0.07, -0.16, 0.12, 0.11, 0.08, 0.09, 0.08, 0.07, -0.07, 0.08, 0.11, -0.22, 0.09, -0.05, -0.05, -0.19, 0.09, -0.05, 0.13, 0.08, -0.06, -0.48, -0.08]
}